Entry from OMol25: a single C2H2O2S2 molecule in a non-equilibrium geometry (wB97M-V/def2-TZVPD).

Each line ends with the Löwdin charge.
Atoms and positions in Å:
C 2.146 -0.243 0.529  0.09
C 0.984 -0.552 0.265  -0.67
O -2.625 -0.003 0.286  -0.39
O -0.374 1.147 0.229  -0.40
S -0.191 -1.489 -0.490  0.79
S -1.347 0.305 -0.344  0.48
H 2.997 -0.021 1.108  0.03
H -1.589 0.855 -1.581  0.08

Summary:
E_LUMO: -0.021 Eh
Relative energy (zero: lowest compared OMol25 entry of this formula, charge and spin): 4.167 eV
HOMO: -9.612 eV
Orbital gap: 9.04 eV
SMILES: C#CS[SH](=O)=O
Spin multiplicity: 1
Molar mass: 122.2 g mol⁻¹